C28H41BMnN9OS8 | the ωB97M-V functional and the def2-TZVPD basis

XYZ file:
```
89
C28H41BMnN9OS8, DFT the ωB97M-V functional and the def2-TZVPD basis
Mn 0.54298 -0.27866 -0.01702
C -3.41233 -2.03186 4.84475
C -3.04889 -1.87944 3.36750
C -4.27449 -2.24276 2.53051
C -1.87627 -2.81164 3.07580
N -2.68904 -0.45128 3.09991
C -2.80600 0.56672 4.03428
C -2.59441 1.72710 3.38798
N -2.35177 1.44823 2.06388
B -2.21477 2.63003 1.07326
N -2.55982 2.22714 -0.37832
C -3.87846 2.06498 -0.73087
C -3.92421 1.56835 -1.98117
N -2.61660 1.42059 -2.40949
C -1.78577 1.82307 -1.40761
S -0.07722 1.82684 -1.47176
C -2.21792 0.86782 -3.74140
C -1.48049 1.94197 -4.53978
C -1.35746 -0.38316 -3.56148
C -3.48305 0.47489 -4.50451
N -0.86380 3.38397 1.16169
C -0.81163 4.67437 0.69327
C 0.47077 5.07574 0.69749
N 1.22845 4.02142 1.18176
C 0.39106 2.97280 1.45018
S 0.82301 1.43809 2.05970
C 2.71461 4.04226 1.28643
C 3.31200 3.00184 0.34374
C 3.21889 5.42069 0.85687
C 3.13598 3.80874 2.73621
C -2.38046 0.10903 1.88956
S -2.08033 -0.74390 0.43828
H -3.66140 -3.07885 5.01681
H -4.27962 -1.43108 5.12343
H -2.57254 -1.77935 5.49274
H -4.56949 -3.26928 2.75155
H -4.05326 -2.16320 1.46894
H -5.10865 -1.57946 2.77171
H -2.17562 -3.83069 3.33160
H -1.00846 -2.53694 3.67290
H -1.58185 -2.78081 2.03130
H -3.01546 0.38976 5.06894
H -2.58823 2.73694 3.75760
H -3.06400 3.43650 1.40162
H -4.67246 2.30863 -0.04835
H -4.77093 1.30843 -2.58305
H -0.55951 2.22911 -4.03968
H -2.11238 2.82390 -4.66974
H -1.23145 1.54198 -5.52422
H -0.36203 -0.13868 -3.19989
H -1.25606 -0.88041 -4.52797
H -1.82425 -1.07838 -2.86179
H -4.13996 1.32818 -4.68213
H -4.03839 -0.30847 -3.98739
H -3.17622 0.08252 -5.47335
H -1.70178 5.19506 0.38930
H 0.89471 6.01554 0.40702
H 2.96537 3.17003 -0.67793
H 3.03189 1.99445 0.63007
H 4.40079 3.08805 0.36796
H 2.97949 5.63283 -0.18539
H 4.30409 5.42471 0.95703
H 2.82116 6.21710 1.48881
H 2.80575 2.83509 3.08527
H 2.71290 4.58051 3.38299
H 4.22479 3.85855 2.80147
S 2.80661 -7.31830 0.70888
C 2.21590 -5.77280 0.58261
S 2.19620 -4.63760 1.87166
C 1.50878 -3.26734 1.02242
C 1.19012 -3.48376 -0.27600
S 0.50950 -2.38460 -1.44392
S 1.53183 -5.11092 -0.84764
S 1.33313 -1.77732 1.92581
C 5.86235 -2.03198 -1.25314
N 4.64766 -1.30233 -1.49932
C 4.16533 -0.86956 -2.78655
C 2.91445 -0.08125 -2.38996
O 2.19710 0.46231 -3.19631
N 2.78123 -0.10735 -1.01341
C 3.82282 -0.79981 -0.55308
N 4.07089 -0.97702 0.74619
H 6.26480 -2.36123 -2.20848
H 5.67526 -2.92581 -0.65184
H 6.61919 -1.41915 -0.75255
H 3.87809 -1.70215 -3.43118
H 4.87534 -0.22464 -3.31041
H 3.23407 -0.96549 1.35910
H 4.75395 -1.67694 0.98350
```

## Properties
* electronic energy: -6021.36983 a.u.
* F_max: 0.005 hartree/bohr
* E_HOMO (alpha / beta): -3.635 / -3.665 eV
* total charge: -1
* multiplicity: 6
* orbital gap (alpha / beta): 6.0 / 6.0 eV